1.
Below is a structure of composition C48H120CsN8O4S, with properties calculated with ωB97M-V with the def2-TZVPD basis set.

Output
HOMO   -3.50 eV
Molecular weight   1038.51 Da

Structure (ORCA input):
```
! RIJCOSX wB97M-V def2-TZVPD def2/J DEFGRID3
* xyz -1 1
Cs -0.57 1.45 0.03
S 0.36 -0.40 -3.04
O 0.04 1.01 -3.07
O 1.76 -0.67 -3.37
O 0.23 -0.88 -1.67
O -0.53 -1.14 -3.98
C -3.16 -0.87 0.30
C -3.94 0.12 1.26
N -3.07 0.75 2.23
C -3.61 2.03 2.66
C -2.69 2.83 3.58
C -2.68 -0.20 3.33
C -3.82 -0.50 4.28
H -2.66 -1.70 0.79
H -2.49 -0.30 -0.34
H -3.90 -1.34 -0.34
H -4.43 0.85 0.61
H -4.80 -0.41 1.67
H -3.82 2.56 1.73
H -4.57 1.87 3.13
H -2.55 2.28 4.51
H -1.69 2.99 3.16
H -3.11 3.80 3.85
H -1.83 0.09 3.95
H -2.36 -1.11 2.83
H -4.14 0.40 4.81
H -3.58 -1.25 5.03
H -4.63 -0.98 3.72
C 4.65 -1.89 1.22
C 3.98 -3.03 1.99
N 2.69 -3.43 1.40
C 1.70 -2.30 1.32
C 1.20 -1.68 2.61
C 2.19 -4.60 2.09
C 2.92 -5.90 1.72
H 4.16 -0.94 1.41
H 4.67 -2.01 0.14
H 5.69 -1.83 1.55
H 4.65 -3.86 2.14
H 3.79 -2.64 2.99
H 2.08 -1.53 0.66
H 0.81 -2.67 0.82
H 1.91 -1.06 3.16
H 0.33 -1.05 2.41
H 0.82 -2.50 3.22
H 1.14 -4.85 1.91
H 2.24 -4.58 3.18
H 2.57 -6.72 2.34
H 3.99 -5.71 1.85
H 2.74 -6.19 0.68
C -1.88 -3.61 -1.47
C -1.14 -4.56 -2.43
N -0.07 -5.37 -1.82
C 0.51 -6.22 -2.87
C 1.87 -6.86 -2.48
C -0.48 -6.14 -0.64
C -1.66 -7.01 -0.82
H -2.65 -3.04 -1.98
H -1.21 -2.85 -1.08
H -2.34 -4.15 -0.64
H -1.88 -5.15 -2.98
H -0.72 -3.88 -3.18
H 0.71 -5.68 -3.79
H -0.22 -6.97 -3.18
H 2.38 -7.26 -3.36
H 1.68 -7.67 -1.77
H 2.58 -6.12 -2.13
H 0.35 -6.78 -0.35
H -0.71 -5.43 0.16
H -2.47 -6.55 -1.38
H -1.37 -7.83 -1.48
H -1.92 -7.42 0.16
C -4.13 3.42 -1.24
C -3.39 4.61 -0.75
N -1.95 4.39 -0.89
C -1.23 5.47 -0.17
C -1.22 5.26 1.34
C -1.50 4.31 -2.29
C -0.08 4.21 -2.59
H -3.80 2.51 -0.75
H -4.05 3.27 -2.31
H -5.19 3.50 -0.96
H -3.67 5.53 -1.26
H -3.62 4.75 0.30
H -0.20 5.48 -0.51
H -1.64 6.43 -0.49
H -0.69 4.33 1.57
H -0.68 6.08 1.80
H -2.17 5.24 1.88
H -1.98 5.09 -2.89
H -1.89 3.37 -2.68
H 0.13 3.82 -3.58
H 0.43 3.56 -1.88
H 0.42 5.18 -2.51
C -0.51 -2.74 6.33
C 0.22 -1.42 6.68
N -0.70 -0.31 6.98
C -1.47 -0.47 8.27
C -2.60 0.47 8.49
C 0.01 0.99 6.95
C 0.46 1.35 5.51
H -1.37 -2.55 5.69
H -0.94 -3.12 7.26
H 0.11 -3.45 5.80
H 0.91 -1.60 7.51
H 0.95 -1.19 5.90
H -1.84 -1.48 8.41
H -0.75 -0.36 9.08
H -3.31 0.13 9.24
H -2.24 1.47 8.72
H -3.17 0.51 7.57
H 0.88 1.04 7.60
H -0.52 1.85 7.38
H 1.00 2.30 5.49
H -0.40 1.46 4.85
H 1.10 0.56 5.11
C 3.31 3.05 -4.07
C 4.53 2.21 -4.43
N 5.68 2.98 -4.97
C 5.35 3.79 -6.16
C 5.11 5.21 -5.67
C 6.81 2.02 -5.21
C 8.17 2.74 -5.10
H 3.63 3.81 -3.37
H 2.58 2.44 -3.54
H 2.77 3.47 -4.92
H 4.82 1.78 -3.47
H 4.27 1.39 -5.10
H 6.11 3.85 -6.95
H 4.43 3.43 -6.62
H 6.00 5.59 -5.16
H 4.96 5.92 -6.48
H 4.36 5.31 -4.89
H 6.71 1.56 -6.20
H 6.81 1.17 -4.53
H 8.95 2.03 -5.37
H 8.43 3.12 -4.11
H 8.25 3.60 -5.77
C 1.98 4.26 3.12
C 2.65 3.99 1.74
N 2.58 2.63 1.25
C 3.34 2.53 0.01
C 3.26 1.20 -0.80
C 3.00 1.65 2.24
C 4.47 1.71 2.78
H 2.64 4.09 3.97
H 1.04 3.72 3.29
H 1.77 5.33 3.11
H 2.10 4.55 0.97
H 3.66 4.40 1.73
H 4.38 2.82 0.13
H 2.96 3.31 -0.65
H 3.66 0.30 -0.35
H 3.74 1.22 -1.79
H 2.20 1.09 -1.04
H 2.29 1.67 3.06
H 2.83 0.64 1.87
H 5.18 1.58 1.97
H 4.64 2.68 3.23
H 4.74 1.03 3.60
C -4.16 0.79 -3.83
C -4.46 -0.64 -3.34
N -5.49 -1.34 -4.16
C -5.81 -2.65 -3.59
C -7.18 -3.19 -4.13
C -5.30 -1.42 -5.59
C -4.02 -2.12 -6.06
H -4.99 1.49 -3.80
H -3.80 0.87 -4.86
H -3.35 1.19 -3.22
H -3.53 -1.21 -3.32
H -4.80 -0.61 -2.31
H -5.05 -3.39 -3.83
H -5.86 -2.60 -2.51
H -7.01 -3.53 -5.15
H -7.63 -3.97 -3.52
H -7.96 -2.43 -4.23
H -5.30 -0.41 -6.00
H -6.14 -1.87 -6.12
H -3.89 -1.94 -7.12
H -4.01 -3.21 -5.98
H -3.11 -1.72 -5.59
*
```


2.
Below is a cluster of 12 separate species, C48H120O24 in total, with properties calculated with ωB97M-V with the def2-TZVPD basis set.

Output
HOMO   -9.05 eV
Molecular weight   1081.46 Da
SMILES   COCCOC.COCCOC.COCCOC.COCCOC.COCCOC.COCCOC.COCCOC.COCCOC.COCCOC.COCCOC.COCCOC.COCCOC
ΔE to the lowest compared entry with this formula, charge and spin   2.9045 eV

Structure (ORCA input):
```
! RIJCOSX wB97M-V def2-TZVPD def2/J DEFGRID3
* xyz 0 1
C -0.24 2.08 3.98
O -0.88 2.60 2.84
C -0.13 2.43 1.65
C 1.18 3.20 1.68
O 1.06 4.58 1.73
C 0.68 5.26 0.57
H -0.09 1.00 3.89
H -0.93 2.14 4.83
H 0.64 2.63 4.31
H -0.70 2.67 0.75
H -0.01 1.34 1.55
H 1.76 2.87 0.80
H 1.85 2.78 2.43
H 1.58 5.38 -0.06
H 0.33 6.28 0.71
H -0.01 4.77 -0.13
C 4.84 3.03 1.91
O 4.36 2.41 0.74
C 4.99 1.17 0.47
C 4.28 -0.03 1.04
O 4.15 -0.02 2.44
C 3.17 -0.89 2.95
H 5.81 3.52 1.82
H 4.92 2.44 2.83
H 4.15 3.84 2.13
H 6.05 1.19 0.73
H 4.94 1.06 -0.61
H 4.73 -1.00 0.77
H 3.32 -0.08 0.51
H 2.18 -0.54 2.64
H 3.29 -0.89 4.03
H 3.27 -1.91 2.55
C 1.01 4.45 -3.59
O -0.26 4.07 -3.14
C -0.96 3.33 -4.11
C -2.41 3.16 -3.69
O -2.60 2.64 -2.39
C -3.97 2.75 -2.03
H 1.50 5.09 -2.86
H 1.00 5.09 -4.48
H 1.69 3.63 -3.82
H -0.51 2.33 -4.18
H -1.03 3.89 -5.04
H -2.91 2.49 -4.39
H -2.93 4.11 -3.86
H -4.04 2.19 -1.09
H -4.55 2.12 -2.72
H -4.38 3.75 -1.91
C 4.97 -7.77 2.07
O 4.11 -6.71 2.47
C 2.77 -6.88 1.97
C 2.68 -6.94 0.46
O 3.01 -8.21 -0.07
C 3.18 -8.23 -1.46
H 5.10 -7.84 0.98
H 4.61 -8.74 2.42
H 5.96 -7.57 2.46
H 2.19 -6.05 2.35
H 2.47 -7.87 2.32
H 3.25 -6.10 0.03
H 1.64 -6.78 0.13
H 3.42 -9.23 -1.81
H 4.07 -7.62 -1.67
H 2.34 -7.83 -2.03
C -1.30 -2.85 3.31
O -1.82 -1.62 3.80
C -1.84 -1.49 5.19
C -0.46 -1.27 5.88
O -0.50 -0.25 6.85
C -0.99 -0.66 8.09
H -0.21 -2.78 3.35
H -1.59 -2.90 2.26
H -1.81 -3.73 3.72
H -2.28 -2.41 5.61
H -2.52 -0.70 5.50
H 0.25 -1.00 5.10
H -0.18 -2.21 6.36
H -2.07 -0.81 8.07
H -0.68 0.04 8.87
H -0.56 -1.60 8.47
C 1.95 0.70 -2.58
O 2.43 1.43 -3.67
C 3.83 1.38 -3.82
C 4.40 2.80 -4.08
O 4.11 3.38 -5.34
C 4.60 2.57 -6.40
H 2.43 0.92 -1.61
H 2.12 -0.37 -2.77
H 0.88 0.84 -2.46
H 4.10 0.60 -4.54
H 4.30 1.14 -2.85
H 5.48 2.70 -3.93
H 3.93 3.48 -3.36
H 3.96 1.71 -6.61
H 5.68 2.47 -6.37
H 4.40 3.14 -7.32
C -6.42 1.52 0.58
O -6.74 2.87 0.38
C -8.08 3.13 -0.04
C -8.24 4.61 -0.55
O -7.03 5.22 -0.87
C -6.50 6.00 0.19
H -7.08 1.13 1.36
H -5.41 1.49 1.00
H -6.53 0.87 -0.30
H -8.61 2.97 0.91
H -8.46 2.48 -0.82
H -8.82 5.13 0.22
H -8.89 4.63 -1.42
H -6.57 5.38 1.09
H -6.84 7.04 0.25
H -5.43 6.10 0.02
C 4.25 -0.34 -8.55
O 4.72 -1.53 -9.12
C 4.20 -2.70 -8.53
C 4.29 -2.78 -7.00
O 3.35 -1.95 -6.34
C 2.39 -2.71 -5.64
H 4.65 -0.15 -7.54
H 3.16 -0.28 -8.52
H 4.68 0.48 -9.14
H 4.70 -3.57 -8.96
H 3.15 -2.82 -8.85
H 5.30 -2.45 -6.72
H 4.27 -3.83 -6.71
H 2.69 -3.19 -4.70
H 1.99 -3.55 -6.22
H 1.50 -2.08 -5.53
C 2.38 -2.85 -0.84
O 1.56 -1.77 -0.54
C 0.17 -1.98 -0.69
C -0.74 -0.78 -0.71
O -1.69 -0.90 0.35
C -2.72 0.04 0.33
H 2.28 -3.75 -0.22
H 3.40 -2.57 -0.60
H 2.36 -3.16 -1.89
H -0.13 -2.64 0.14
H -0.04 -2.60 -1.58
H -1.33 -0.85 -1.62
H -0.21 0.17 -0.59
H -3.16 0.30 -0.64
H -2.48 0.96 0.88
H -3.48 -0.43 0.96
C 6.04 -5.26 -0.80
O 4.93 -4.73 -1.48
C 5.06 -4.76 -2.87
C 6.30 -4.02 -3.42
O 6.53 -2.67 -3.04
C 5.38 -1.85 -3.02
H 6.85 -4.54 -0.63
H 6.39 -6.16 -1.31
H 5.74 -5.45 0.23
H 4.15 -4.39 -3.33
H 5.26 -5.78 -3.24
H 6.26 -3.96 -4.52
H 7.17 -4.61 -3.17
H 5.65 -0.84 -2.72
H 4.69 -2.12 -2.21
H 4.92 -1.87 -4.01
C -3.09 4.21 1.39
O -4.22 4.90 1.82
C -4.35 5.09 3.22
C -5.06 3.86 3.77
O -5.01 3.82 5.21
C -5.85 4.80 5.77
H -3.06 4.25 0.30
H -3.07 3.15 1.64
H -2.13 4.65 1.69
H -4.89 6.03 3.36
H -3.38 5.32 3.67
H -4.51 3.00 3.40
H -6.08 3.64 3.46
H -6.93 4.65 5.65
H -5.69 5.82 5.41
H -5.74 4.77 6.85
C -7.02 1.09 4.57
O -8.02 0.11 4.49
C -7.74 -1.16 5.01
C -6.41 -1.82 4.68
O -6.24 -1.83 3.29
C -4.99 -2.22 2.82
H -6.74 1.22 5.62
H -7.48 2.04 4.29
H -6.12 0.92 3.97
H -8.54 -1.81 4.65
H -7.96 -1.20 6.09
H -6.44 -2.87 5.02
H -5.58 -1.33 5.21
H -4.15 -1.72 3.31
H -4.91 -2.09 1.74
H -4.80 -3.30 2.91
*
```